1.
A molecular structure, C20H24FeN2O5PTe, computed with the ωB97M-V functional and the def2-TZVPD basis.

```
54
Properties=species:S:1:pos:R:3:forces:R:3:lowdin_spin:R:1
H -2.7886 0.7771 -2.4872 0.0 0.0 0.0 0.00
H -6.5629 -2.7623 3.0396 0.0 0.0 0.0 0.00
H -3.0977 1.7772 -0.3438 0.0 0.0 0.0 0.00
Fe -0.0260 -0.4922 0.5619 -0.4 0.3 -0.1 0.00
H -3.0295 1.5385 1.9446 0.0 0.0 0.0 0.00
O 0.7390 0.3033 2.0861 0.1 -0.4 0.1 0.00
H -5.5091 -1.3767 3.3630 0.0 0.0 0.0 0.00
C 0.3311 -4.8244 -2.3629 0.0 0.0 0.0 0.02
C 0.6150 -4.6370 3.0230 0.0 0.0 0.0 0.00
H -5.9484 -1.7869 1.6960 0.0 0.0 0.0 0.00
C -2.6418 0.7840 -0.3577 0.0 0.0 0.0 0.00
O 1.4749 -1.6924 0.0939 -0.1 0.0 0.1 0.00
C 0.0526 0.6004 3.1450 0.1 0.1 -0.1 0.00
C 0.6792 0.5684 4.4127 0.0 0.0 0.1 0.00
C -2.0368 1.0830 1.8704 0.0 0.1 0.0 0.00
H -1.1623 1.1486 -1.8828 0.0 0.0 0.0 0.00
H -1.8822 1.5492 6.4184 0.0 0.0 0.0 0.00
H 1.9477 -5.8927 -1.4350 0.0 0.0 0.0 0.00
H 1.7179 0.2663 4.4453 0.0 0.0 0.0 0.00
C -4.5001 -3.1027 2.5834 0.0 0.0 0.0 0.01
H -3.4261 0.0423 -0.1793 0.0 0.0 0.0 0.00
C -0.8532 -4.9533 3.1846 0.2 0.1 0.0 0.00
C 1.4164 -4.9496 -1.4865 0.0 0.0 0.0 0.00
P -2.0033 -2.9805 1.7545 0.0 0.1 -0.1 0.05
O -1.6450 -3.7481 3.0817 -0.4 -0.2 0.1 0.01
N -1.6455 0.6692 0.7208 0.0 -0.1 0.0 0.00
H 2.6570 -4.0154 -0.0018 0.0 0.0 0.0 0.00
H -1.1928 -5.6612 2.4273 0.0 0.0 0.0 0.01
C 1.1520 -2.6605 -0.7100 0.0 0.0 0.0 0.00
C -0.3270 -3.6092 -2.4365 0.1 0.0 -0.1 0.05
H -1.0875 -5.3518 4.1692 0.0 0.0 0.0 0.00
C -5.7040 -2.1987 2.6747 0.0 0.0 0.0 0.00
O -1.0290 -1.9377 1.4074 0.2 0.0 0.0 0.02
H -4.6796 -3.9254 1.8839 0.0 0.0 0.0 0.01
H 1.2099 -5.5254 3.2396 0.0 0.0 0.0 0.00
H 0.0307 -5.6535 -2.9890 0.0 0.0 0.0 0.00
Te -2.2541 -4.5322 -0.0889 0.0 0.0 0.0 0.74
H 0.9102 -3.8401 3.7048 0.0 0.0 0.0 0.00
H 0.8322 -4.3142 2.0028 0.0 0.0 0.0 0.00
H 0.2529 -0.3907 -1.6432 0.0 0.0 -0.1 0.00
C -0.0069 0.8955 5.5560 0.0 0.0 0.0 0.00
O -3.3946 -2.3130 2.1032 0.1 0.0 0.0 0.00
C 0.0850 -2.5326 -1.6466 0.0 0.0 0.1 0.04
H -4.2317 -3.5194 3.5545 0.0 0.0 0.0 0.00
H -3.0135 1.6619 4.2242 0.0 0.0 0.0 0.00
C -0.5026 -1.1991 -1.7325 0.2 0.0 0.0 0.00
C -1.9773 1.3460 4.2910 0.0 0.0 0.0 0.00
C -1.3535 1.2893 5.5120 0.0 0.0 0.0 0.00
H -1.1433 -3.4591 -3.1340 0.0 0.0 0.0 0.00
C 1.8227 -3.9070 -0.6837 0.0 0.0 0.0 0.01
C -1.3056 1.0020 3.1042 -0.1 -0.1 0.0 0.00
H 0.5030 0.8474 6.5109 0.0 0.0 0.0 0.00
N -1.7307 -0.8979 -1.8379 0.0 -0.1 0.2 0.01
C -2.0481 0.5161 -1.7299 0.0 0.0 -0.1 0.00
```
Forces are in eV/Å.

The largest force on an atom is 0.49 eV/Å. As for the total charge: 0. As for the orbital gap (alpha / beta): 7.65 / 5.05 eV. As for the spin multiplicity: 2.


2.
A molecular structure, C20H24MnN2O4P2, computed with the ωB97M-V functional and the def2-TZVPD basis.

```
53
Properties=species:S:1:pos:R:3:forces:R:3:lowdin_spin:R:1
H -3.7202 0.0424 -4.4495 0.1 0.1 0.3 0.00
H 1.0621 2.0306 3.1334 -0.1 0.0 -0.2 0.00
H 0.8310 2.3614 1.3890 -0.2 -0.2 0.3 0.00
H 0.7438 1.1855 -3.6987 -0.1 0.1 0.2 0.00
C -2.7456 0.9054 3.6204 -0.7 -0.2 0.4 0.02
O 1.9906 -4.1351 -0.3062 0.2 1.6 1.4 0.00
C 0.0865 -2.3519 0.8443 -3.9 -3.1 4.5 0.01
P 1.5015 -0.3919 -2.0159 -0.2 0.5 -1.1 0.03
C -3.1325 0.2435 -3.5523 -0.6 0.0 -0.3 0.03
H 3.4685 0.2829 -3.2556 -0.1 -0.1 0.3 0.00
H -4.5665 0.5317 2.4699 0.5 0.5 0.1 0.00
O 2.4049 -1.9845 0.0750 -0.9 -0.1 0.1 -0.02
H 0.7270 1.9009 -2.0583 -0.2 -0.3 -0.2 0.00
H 0.7555 -0.9680 3.6597 0.2 0.0 -0.1 0.00
C -1.7579 0.4771 -3.6681 -0.2 0.2 -0.2 0.15
H -3.2315 0.8460 4.5987 0.1 0.0 -0.4 0.00
H -0.8041 1.4867 4.4366 -0.4 -0.3 -0.4 0.00
C -3.7466 0.3379 -2.3131 -0.4 -0.5 -0.8 0.09
C 1.1615 -1.7605 -3.1605 0.0 -0.2 0.2 0.01
H 2.2327 -1.7859 3.0679 -0.1 0.3 0.2 0.00
C -1.3773 1.1854 3.5459 0.3 0.4 -0.2 0.12
H 3.4949 0.8884 -1.5640 0.0 -0.2 -0.2 0.00
O 2.6639 -3.4813 1.6881 -0.7 0.3 -1.7 0.00
Mn 0.5201 -0.6741 0.0461 3.7 -3.0 -0.5 1.93
C -0.9661 0.6022 -2.5227 0.4 0.8 1.1 0.05
H 3.8238 1.2207 2.3861 -0.2 -0.1 -0.2 0.00
H -4.6348 1.1179 0.0692 -0.2 -0.1 0.0 0.00
C -2.9682 0.6744 -1.2044 0.3 -0.7 0.5 0.18
N 2.3191 -3.2774 0.5223 1.3 -1.1 -0.3 0.00
H 2.3555 -0.2755 4.0542 -0.1 -0.2 -0.3 0.00
H -1.2746 0.5943 -4.6509 -0.4 -0.3 0.5 0.01
O -0.4319 -3.1392 1.5283 2.5 2.8 -3.2 0.01
C -3.5715 1.3164 -0.0034 -0.7 -1.2 0.1 0.04
N -0.8474 0.3718 -0.0477 -1.0 2.5 -0.3 0.03
C 3.4324 0.7296 1.4845 0.1 -0.2 -0.5 -0.01
C -0.7151 1.1307 2.3141 0.0 0.5 -0.6 0.01
H 3.8225 -0.8395 -1.8912 0.0 0.3 -0.1 0.00
P 1.7448 0.1537 1.7516 -0.2 0.3 1.5 -0.04
C 0.4897 0.9981 -2.6479 0.2 -0.3 -0.4 0.02
H 4.0319 -0.1600 1.2493 0.0 0.3 0.1 0.00
C -2.8434 0.9169 1.2312 -0.1 -0.9 -0.1 0.15
H 1.5690 -2.6768 -2.7124 -0.1 0.1 -0.2 0.00
C 1.7755 -0.8106 3.2874 0.1 -0.2 -0.1 0.00
H -4.8192 0.1381 -2.1694 0.5 0.4 -0.2 0.00
C -3.4923 0.7735 2.4592 -0.3 -0.3 0.6 0.06
C 0.7148 1.6050 2.1840 0.4 -0.3 0.1 -0.01
H 0.0792 -1.8836 -3.2950 0.2 0.0 0.1 0.00
H -3.4599 2.3485 -0.1082 0.1 1.9 -0.2 0.00
C 3.2422 0.0372 -2.2087 0.2 -0.1 0.2 0.00
H 1.6265 -1.5756 -4.1389 -0.1 0.0 0.3 0.00
C -1.4528 0.7910 1.1602 0.2 0.2 0.5 0.08
C -1.5770 0.5197 -1.2501 0.4 0.3 -0.9 0.06
H 3.4649 1.4257 0.6368 0.1 -0.1 0.3 0.00
```
Forces are in eV/Å.

The largest force on an atom is 6.76 eV/Å. As for the total charge: +2. As for the orbital gap (alpha / beta): 6.50 / 3.66 eV. As for the spin multiplicity: 4.


3.
A molecular structure, C20H24MoN3O2S, computed with the ωB97M-V functional and the def2-TZVPD basis.

```
51
Properties=species:S:1:pos:R:3:forces:R:3:lowdin_spin:R:1
H 1.0242 2.5141 -3.5092 0.0 0.0 0.0 0.00
H 3.8805 -2.2357 3.0056 0.0 0.0 0.0 0.00
H 1.0965 -0.5686 -4.2603 0.0 0.0 0.0 0.00
C 3.2820 -1.3487 2.8587 0.0 0.0 0.0 0.00
H -1.2140 2.7574 -0.2815 0.0 0.0 0.0 0.00
C 0.8601 3.2490 2.8725 0.0 0.0 0.0 0.00
O 1.4519 0.9914 -1.2873 -0.2 0.0 0.3 0.03
C 0.7997 -2.9063 -1.0224 0.0 0.0 0.0 0.01
Mo 0.4916 0.0296 -0.0547 0.5 0.3 0.2 1.72
N 0.1583 1.9252 1.0191 0.1 -0.2 -0.1 0.02
C -2.8281 -1.4753 2.4421 0.0 0.0 0.0 0.00
C 1.6635 -0.2006 -3.4066 0.1 0.0 0.1 0.00
H 0.0471 -2.6022 -1.7397 0.0 0.0 0.0 0.00
H -3.6677 0.4389 -0.5431 0.0 0.0 0.0 0.00
H -3.7333 -1.2755 3.0198 0.0 0.0 0.0 0.00
H 2.4802 0.4164 -3.7827 0.0 0.0 0.0 0.00
C -0.7399 4.1146 1.3159 0.0 0.0 0.0 0.00
H -1.9910 -1.6150 3.1227 0.0 0.0 0.0 0.00
C -3.9573 -0.0300 0.3960 0.0 0.1 0.0 0.00
H 2.7767 -5.4824 -0.1322 0.0 0.0 0.0 0.00
C 1.7691 0.9311 2.4777 0.0 -0.1 0.0 0.01
H -1.3955 4.8941 0.9542 0.0 0.0 0.0 0.00
C 2.3157 -4.5032 -0.1231 -0.1 0.0 0.0 0.00
C 2.6729 0.8868 3.5243 0.0 0.0 0.0 0.00
H -0.0161 5.2037 3.0214 0.0 0.0 0.0 0.00
O -1.3662 -0.5124 0.4807 -0.2 0.0 0.0 0.07
H -0.4117 2.4502 -2.4760 0.0 0.0 0.0 0.00
H 1.0409 -4.8698 -1.8266 0.0 0.0 0.0 0.00
H -4.3204 -1.0423 0.2340 0.0 0.0 0.0 0.00
N 1.1615 -1.9982 -0.0996 0.0 -0.1 -0.1 0.02
C 1.3553 -4.1683 -1.0668 0.1 0.0 0.0 0.00
C 0.2067 1.8788 -3.1674 0.1 0.0 0.0 0.00
N 1.6346 -0.1387 1.6617 -0.1 0.0 -0.2 0.00
H -0.1154 -0.0073 -2.1788 0.1 0.0 -0.1 0.00
H 1.4626 3.3689 3.7612 0.0 0.0 0.0 0.00
C 0.9105 2.0816 2.1346 -0.1 0.1 0.0 0.00
C 0.7849 0.6439 -2.5130 -0.4 -0.2 -0.1 0.01
C 3.4323 -0.2583 3.7102 0.0 0.0 0.0 0.02
H 2.0906 -1.0469 -2.8679 0.0 0.0 0.0 0.00
H 3.4165 -3.8300 1.5911 0.0 0.0 0.0 0.00
H 2.8016 1.7311 4.1852 0.0 0.0 0.0 0.00
S -2.5187 -0.0278 1.4528 0.0 -0.1 -0.1 0.02
C -0.6432 2.9213 0.6246 0.0 0.0 0.0 0.02
H -0.3968 1.6048 -4.0313 0.0 0.0 0.0 0.00
H 4.1501 -0.3032 4.5191 0.0 0.0 0.0 0.00
H -4.7141 0.5852 0.8856 0.0 -0.1 0.0 0.00
C 0.0272 4.2808 2.4582 0.0 0.0 0.0 0.01
C 2.6787 -3.5721 0.8453 0.0 0.0 0.0 0.00
C 2.3682 -1.2657 1.8304 0.0 0.1 0.0 0.02
H -2.9700 -2.3353 1.7900 0.0 0.0 0.0 0.00
C 2.0866 -2.3273 0.8398 0.0 -0.1 0.0 0.00
```
Forces are in eV/Å.

The largest force on an atom is 0.66 eV/Å. As for the total charge: +3. As for the orbital gap (alpha / beta): 7.48 / 7.68 eV. As for the spin multiplicity: 3.


4.
C20H24N2O2S in the gas phase, computed with the ωB97M-V functional and the def2-TZVPD basis.

```
49
Properties=species:S:1:pos:R:3:forces:R:3:mulliken_charge:R:1
H -0.2721 2.7351 -3.8991 -0.1 0.0 0.0 0.43
C -1.1273 -2.9208 1.7208 -0.1 -0.2 0.3 0.52
H 1.6781 -0.1656 -0.8157 0.0 -0.3 0.0 0.41
C 0.8600 2.9853 3.8811 0.0 0.1 0.0 -0.76
O -1.0538 -4.0075 3.8235 0.2 -0.4 0.2 -0.51
C -0.4122 -1.7721 2.0554 0.0 0.1 0.2 0.55
C -0.2303 2.5664 -1.1484 -0.2 -0.2 -0.1 -1.15
H 1.6290 2.6622 1.9076 0.0 0.0 0.0 0.46
H -1.6433 -4.2646 0.1453 0.0 -0.1 0.0 0.35
H -1.5707 -4.3025 4.5795 0.0 0.0 0.0 0.31
C 1.1070 2.2390 2.7526 0.0 0.0 -0.1 -0.50
H -1.0783 0.6058 -1.1919 0.0 0.0 -0.1 0.29
C 1.1471 -1.2086 -2.5624 -0.5 -0.2 -0.3 -1.31
H -0.8703 1.3679 -4.8536 0.0 0.1 0.1 0.38
H -0.3125 -3.1262 -1.5436 0.0 0.0 -0.1 0.32
H -0.7231 0.6278 5.7185 -0.1 0.0 0.1 0.41
C 0.6981 0.9032 2.6569 0.0 0.4 0.4 0.00
C -0.8914 1.4153 -1.9013 0.0 0.2 0.2 -0.69
H -0.1111 -0.7400 -4.2457 -0.1 0.0 0.0 0.41
C -0.2103 1.0938 4.8906 0.0 -0.1 0.0 -0.85
C -0.3348 -2.7350 -0.5401 0.0 0.0 -0.2 -0.67
H 1.4983 0.6427 -5.2445 0.1 -0.1 -0.1 0.28
C 0.3644 -1.0738 1.1119 -0.1 -0.2 -0.3 0.25
H -0.0505 3.4151 -1.8030 0.0 0.1 -0.1 0.41
C -1.9246 -3.6420 2.7713 -0.4 0.1 -0.4 -1.00
H 1.1811 4.0146 3.9318 0.0 0.1 0.0 0.39
C 0.4281 -1.5993 -0.2241 0.0 -0.2 0.2 0.53
N 1.2304 -1.0240 -1.1398 0.3 0.6 0.0 -0.20
H 2.0444 -0.7619 -2.9930 0.0 -0.1 0.0 0.53
H -1.8691 1.7420 -2.2982 0.0 -0.1 0.0 0.36
C -0.0647 1.6998 -4.1733 0.2 0.0 -0.1 -0.70
H -0.8712 2.8898 -0.3312 -0.1 0.1 0.1 0.41
H 2.0669 1.9692 -4.2296 0.1 0.0 0.1 0.30
O 1.8625 0.7020 0.6571 -0.2 -0.1 0.3 -0.82
H -0.9952 -0.9545 -2.7284 0.0 0.0 -0.1 0.48
S -0.5263 -1.3125 3.7438 0.1 0.3 0.1 -0.32
H 0.7214 2.2392 -0.7399 0.1 0.0 0.0 0.21
C 0.0237 0.3421 3.7386 0.0 -0.1 -0.4 0.89
C 1.0405 0.1775 1.4204 0.3 0.1 -0.1 1.16
C 0.2017 2.4055 4.9612 0.0 -0.1 0.0 -0.51
H 1.1374 -2.2735 -2.8129 0.1 0.0 0.0 0.39
H 0.0109 2.9821 5.8540 0.0 0.0 0.1 0.39
H -2.3963 -4.5328 2.3339 0.0 0.2 0.0 0.36
H 1.2554 2.3108 -5.7642 0.1 0.0 -0.2 0.44
H -2.7181 -2.9767 3.1482 0.1 -0.1 0.0 0.37
C 1.2751 1.6497 -4.9013 -0.3 0.1 0.1 -1.30
C -0.0907 -0.5199 -3.1743 0.4 -0.2 0.1 -0.92
C -1.0814 -3.3817 0.4132 0.1 0.3 0.2 -1.45
N -0.0316 0.9116 -2.9575 -0.1 0.0 0.0 0.66
```
Forces are in eV/Å.

The largest force on an atom is 0.67 eV/Å. As for the total charge: 0. As for the orbital gap: 7.53 eV. As for the SMILES: CCN(CC)CCNc1ccc(CO)c2sc3ccccc3c(=O)c12.